No. 1
Computed, not measured: a 10-piece molecular cluster, C42H70N2O26 overall, with the ωB97M-V functional and the def2-TZVPD basis.

Results
SMILES ... CC1(C)CCCC(C)(C)N1O.CC1(C)CCCC(C)(C)N1O.O=C1OCCO1.O=C1OCCO1.O=C1OCCO1.O=C1OCCO1.O=C1OCCO1.O=C1OCCO1.O=C1OCCO1.O=C1OCCO1
HOMO ... -0.286 Eh

Cartesian coordinates (Å):
C 1.41564 -7.74696 -3.44378
C 2.17789 -6.77178 -2.53918
C 2.36430 -5.45704 -3.34174
C 1.19065 -6.39209 -1.45426
C 1.82988 -5.44664 -0.35742
C 3.07498 -6.06216 0.34856
C 4.08996 -6.66502 -0.77377
C 5.07574 -5.47024 -1.27163
C 4.94889 -7.72524 -0.01967
N 3.35178 -7.34828 -1.86785
O 4.29388 -7.86789 -2.86806
H 2.03910 -7.98631 -4.30524
H 1.24653 -8.72896 -3.00203
H 0.39711 -7.48600 -3.73119
H 2.78321 -4.62473 -2.77619
H 3.06720 -5.76589 -4.11546
H 1.46673 -5.08030 -3.83220
H 0.19282 -6.10359 -1.78474
H 0.94646 -7.23406 -0.80651
H 1.94630 -4.47119 -0.82969
H 1.14251 -5.29010 0.47389
H 2.83014 -6.62961 1.24642
H 3.59630 -5.14001 0.60544
H 5.93956 -5.25647 -0.64218
H 4.49840 -4.57450 -1.50059
H 5.51812 -5.64034 -2.25319
H 5.72558 -7.26124 0.58825
H 5.57166 -8.23968 -0.75151
H 4.28191 -8.36348 0.55992
H 4.09178 -7.32282 -3.63203
C 6.77973 4.86703 -1.96974
C 6.84728 3.49185 -2.70015
C 7.23831 3.56427 -4.26140
C 7.95882 2.68964 -1.84564
C 7.96411 1.23783 -2.02541
C 6.60806 0.66734 -1.62934
C 5.35625 1.39671 -2.26531
C 5.08527 0.69931 -3.64709
C 4.19953 1.18992 -1.14418
N 5.55969 2.88152 -2.45718
O 4.56197 3.51538 -3.12878
H 7.75671 5.33553 -2.08860
H 6.06316 5.48257 -2.51356
H 6.51833 4.75523 -0.91747
H 6.45493 4.04555 -4.84689
H 8.10915 4.20102 -4.41728
H 7.33795 2.57267 -4.70288
H 8.99577 3.01728 -1.91985
H 7.73368 2.81200 -0.78619
H 8.23315 0.98696 -3.05146
H 8.69199 0.70210 -1.41607
H 6.53319 0.56365 -0.54687
H 6.56771 -0.34300 -2.03639
H 4.31780 1.25091 -4.19006
H 4.65137 -0.24014 -3.30466
H 6.01340 0.48505 -4.17695
H 4.34054 1.73259 -0.20944
H 4.05295 0.12554 -0.96061
H 3.30697 1.51443 -1.67908
H 4.16650 4.05363 -2.43922
O -2.30421 4.55889 7.60562
C -2.81628 3.46749 8.00001
O -2.36797 2.73321 9.11099
C -3.22529 1.69110 9.19499
C -4.43118 1.98607 8.25040
O -3.92535 2.95787 7.38290
H -2.73978 0.77499 8.85867
H -3.52997 1.42246 10.20647
H -5.31410 2.40499 8.73315
H -4.74442 1.02450 7.84376
O -4.61757 -7.57703 -2.79913
C -4.66052 -6.74685 -1.92324
O -3.94852 -6.67825 -0.79576
C -4.09873 -5.38276 -0.32672
C -5.57803 -5.10223 -0.71398
O -5.44507 -5.78991 -1.89779
H -3.91903 -5.53144 0.73804
H -3.41543 -4.56429 -0.55321
H -5.81787 -4.05762 -0.91243
H -6.13264 -5.49282 0.13921
O 1.52224 7.29610 0.55280
C 0.41525 7.09946 0.13644
O -0.70390 7.30784 0.86847
C -1.76785 6.72819 0.20247
C -1.09380 6.14119 -1.07039
O 0.25102 6.54799 -0.99326
H -2.43911 6.09833 0.78624
H -2.48747 7.46754 -0.14913
H -1.65190 6.60101 -1.88598
H -1.36087 5.09358 -1.20938
O 1.38358 -2.77947 4.59659
C 1.80620 -1.74216 5.09508
O 1.44090 -0.53740 4.71709
C 1.84429 0.45930 5.59914
C 2.36842 -0.38705 6.77088
O 2.53838 -1.64905 6.24061
H 2.68589 0.89987 5.06461
H 1.02923 1.12039 5.89366
H 1.62319 -0.33981 7.56491
H 3.32525 -0.05311 7.17221
O -5.12993 -0.65925 -3.31861
C -4.79407 -1.53126 -4.09190
O -5.53649 -1.80631 -5.20246
C -4.91207 -2.96307 -5.78001
C -3.55981 -3.15642 -5.07792
O -3.80484 -2.49614 -3.88489
H -5.57010 -3.83149 -5.74928
H -4.81017 -2.74218 -6.84252
H -2.68364 -2.88742 -5.66787
H -3.56772 -4.24218 -4.98216
O -8.02401 4.41050 3.33090
C -7.36393 5.28477 3.84606
O -7.90035 6.28309 4.55218
C -6.84435 7.03638 5.12030
C -5.63703 6.49191 4.42102
O -6.08620 5.30527 3.90622
H -7.05066 8.02435 4.70864
H -6.72835 7.08718 6.20292
H -4.85552 6.35831 5.16901
H -5.23180 7.13368 3.63869
O -7.45253 7.51115 -1.03251
C -7.30029 6.38860 -1.50619
O -7.67629 5.99517 -2.75230
C -7.13199 4.70721 -3.07619
C -6.15926 4.43500 -1.91201
O -6.60736 5.37914 -0.93717
H -7.87728 3.92055 -3.19372
H -6.63142 4.86110 -4.03214
H -5.10204 4.49346 -2.17079
H -6.37154 3.49749 -1.39811
O -1.58169 -0.48860 -0.37749
C -1.99869 0.18769 0.57724
O -2.32421 1.54059 0.58806
C -3.16192 1.84723 1.73342
C -3.04531 0.60348 2.57454
O -2.42162 -0.32956 1.83096
H -2.95727 2.84634 2.11814
H -4.20274 1.98029 1.43831
H -4.01422 0.21961 2.89382
H -2.68757 0.73148 3.59618

Forces on the atoms, in the same order (eV/Å):
C 0.9799 -1.4809 -0.1425
C -2.2902 1.4370 0.8883
C 1.2356 -0.6481 -0.3997
C 0.3539 -0.2191 3.4470
C -1.1140 -0.8110 -0.4374
C 0.6896 1.7105 -3.4279
C 0.7988 0.8284 1.2655
C -1.1557 -0.7545 -0.7444
C 0.1473 0.6174 -1.1796
N 0.1551 -0.6022 -0.3518
O -0.7976 0.4845 0.9473
H -0.3005 0.1583 -0.4546
H 0.3738 0.0005 0.6024
H 0.3264 0.8612 -0.1304
H 0.1071 -0.2607 0.0263
H 0.1926 0.7377 -0.5276
H -0.1502 -0.4300 0.0911
H 0.3504 0.6225 -0.4959
H 0.0905 -0.8368 -0.3974
H 0.7033 0.1326 0.3469
H -0.5106 0.1152 -0.2773
H 0.1583 -0.4207 -0.4952
H 0.2880 -0.2949 0.8797
H -0.4431 -0.0374 0.4756
H -0.0661 0.2642 0.6600
H -0.0047 -0.7699 -0.0746
H -0.4865 0.3162 0.4960
H -0.4213 -0.5969 -0.0685
H 0.3737 -0.2431 -0.1330
H 0.3963 0.1381 -0.3784
C 0.4561 -0.2050 -1.7780
C 1.7803 -0.4082 0.5241
C -0.7047 0.4988 1.3771
C -0.5170 1.0504 0.2571
C -0.6014 -1.6740 -0.5645
C -0.3277 0.2406 -1.2695
C 0.5759 0.4301 0.8933
C -0.8529 0.0334 2.1764
C 0.3038 0.0482 -2.7986
N 1.7551 -2.4794 2.2207
O -1.2756 0.3523 -0.8222
H 0.0315 0.2402 0.2581
H -0.1066 0.2478 0.2995
H -0.0121 -0.0731 -0.1909
H -0.3147 0.0509 0.2914
H 0.3043 -0.3630 0.1009
H 0.3811 -0.0287 0.2344
H -0.1824 0.8256 -0.6317
H -0.3180 0.5417 0.1597
H -0.1888 -0.1676 -0.2637
H 0.3347 0.3387 0.1321
H -0.0737 0.3761 0.0456
H -0.1946 -0.2408 0.2271
H 0.3410 -0.0354 -0.3123
H -0.0900 -0.3896 -0.5994
H -0.1654 0.3255 -0.1492
H 0.2951 0.0844 -0.3113
H 0.2019 -0.0520 0.1194
H -0.4301 0.2139 0.5005
H -0.4191 0.2189 -0.1164
O -1.9150 -5.1493 1.9378
C 2.4425 5.3542 -1.5140
O -0.2226 3.1114 -2.3960
C -2.1082 -3.2424 0.2495
C -0.3361 -1.1547 1.8737
O 1.7159 0.0520 0.4867
H 0.2316 -0.0697 -0.3471
H -0.0813 0.6670 0.2040
H 0.1140 0.0688 0.3313
H 0.1234 0.3547 -0.8569
O 0.5158 0.5195 0.9542
C 2.2255 -4.4784 -1.0550
O 2.2552 -1.2792 -0.6986
C -0.5066 1.5680 3.8054
C 3.1153 1.1711 1.9694
O -6.5883 3.5205 -3.1806
H -0.4205 0.4555 0.2921
H 0.4251 -0.5334 -1.2640
H 0.0198 -0.2347 -0.0068
H -0.9879 -0.6174 -0.8680
O -0.3633 0.8056 0.3588
C 3.2248 1.0271 4.0132
O 0.5548 0.2150 0.4703
C -1.4791 0.1157 -1.6672
C -3.1348 -0.0417 -0.3972
O -1.9934 -2.0270 -3.1824
H 0.8945 -0.6442 0.4235
H 0.2266 0.6204 0.1385
H 0.7698 0.2968 -0.4637
H 1.2873 -0.3970 0.3023
O 1.7492 2.3869 0.9667
C -1.8332 -3.1695 0.0699
O -1.6609 -0.0400 -1.7006
C 1.8275 -0.1360 0.4041
C 0.1074 1.9185 0.8284
O -0.0677 -1.5814 -0.7644
H -0.2188 1.0074 0.3922
H 0.1964 0.0375 -0.3879
H 0.0066 -0.5514 0.2306
H -0.1113 0.1489 -0.0386
O 1.4443 -1.5611 -1.1892
C -1.7778 0.6265 1.7116
O 1.8093 -0.6301 0.7924
C -0.2453 0.4041 -2.2909
C -1.8946 -1.7073 -1.5542
O -0.2447 2.0950 0.8296
H -0.0532 0.0892 0.6208
H 0.1804 -0.0183 -0.0637
H -0.0064 0.6780 0.4061
H 0.7526 -0.0131 0.8007
O 0.7667 1.0297 0.2086
C -3.9624 -2.4333 -0.3077
O -0.5492 -0.1090 0.7991
C -0.3793 2.2725 -1.1828
C 1.7295 1.4823 1.2681
O 2.8563 -1.6838 -1.0701
H 0.2273 0.4162 0.7240
H -0.6877 -0.5577 -0.0179
H 0.2488 -0.4697 -0.3004
H -0.1922 0.0092 -0.1352
O -0.0301 -3.1883 -1.1020
C 0.4847 2.1379 0.0854
O -0.4919 0.2517 0.4212
C 0.7703 0.2960 -0.2395
C -1.4316 -0.6959 0.4009
O 0.6733 0.9489 0.5509
H -0.2861 0.3553 0.2012
H 0.0724 -0.2880 0.0630
H -0.0505 0.4527 0.1869
H 0.3316 -0.3056 -0.5472
O -1.2649 2.9434 4.0850
C -0.7474 -1.3773 -1.3518
O 0.3511 -1.1372 -0.1505
C -0.5582 0.3752 -0.9278
C -1.9827 1.1537 2.8471
O 2.4126 -1.4240 -3.2015
H 0.9602 -0.3993 0.3734
H -0.0366 -0.3505 -0.6661
H -0.6203 -0.0347 -0.7935
H 1.4558 0.2731 -0.2174

Löwdin atomic charge list, values in e, 5 entries: number 1, C, carries -0.038; number 2, C, carries -0.535; number 3, C, carries -0.023; number 4, C, carries -0.154; number 5, C, carries -0.170

***

No. 2
Computed, not measured: C20H48CuF6NO22S8 as an isolated structure, with the ωB97M-V functional and the def2-TZVPD basis.

Results
Total charge ... +1
Spin multiplicity ... 2
HOMO (spin up / spin down) ... -0.442 / -0.442 Eh

Cartesian coordinates (Å):
Cu -2.55657 1.17517 1.85838
C -0.61113 -2.30311 0.36382
F -0.70776 -3.05652 1.43401
F 0.35603 -2.72605 -0.38395
F -1.77018 -2.33626 -0.26880
S -0.25509 -0.47386 0.89909
O -0.49659 -0.48450 2.31207
O 1.07671 -0.08535 0.50149
N -1.51722 0.44391 0.21957
S -1.12130 0.59174 -1.35407
O -0.21310 -0.37744 -1.90521
O -2.30147 0.75900 -2.14573
C -0.20377 2.26317 -1.51628
F 1.10193 2.01719 -1.64897
F -0.57862 3.01372 -2.52112
F -0.30946 2.94269 -0.36136
O -3.12781 3.27445 0.57360
S -3.53540 4.61616 0.18452
O -4.70260 4.91246 -0.60686
O -3.51394 5.48534 1.54526
C -3.79052 6.88980 1.48165
C -4.46963 7.49137 2.70222
C -2.15349 5.43126 -0.74267
H -4.51048 7.07353 0.67162
H -2.88242 7.37390 1.11684
H -5.25718 6.78390 2.95746
H -4.92264 8.46446 2.52686
H -3.65997 7.70245 3.40409
H -1.82437 4.86895 -1.60984
H -1.35115 5.44128 -0.00484
H -2.54938 6.40942 -0.99140
O 2.16483 -0.22226 -4.92464
S 2.53897 0.95128 -5.67554
O 1.74397 2.15557 -5.70531
O 4.05466 1.38433 -5.23895
C 4.21042 1.61772 -3.84019
C 4.06554 3.11354 -3.50219
C 2.91904 0.55167 -7.36619
H 5.17573 1.24661 -3.48844
H 3.49454 1.02624 -3.26418
H 2.97997 3.23075 -3.46617
H 4.40797 3.80306 -4.27136
H 4.56908 3.36441 -2.57055
H 3.41703 1.41704 -7.79328
H 1.97090 0.31570 -7.84611
H 3.54836 -0.33094 -7.45778
O -0.12526 4.57701 1.97160
S 0.16611 3.29417 2.56102
O -0.86170 2.26490 2.59898
O 1.44432 2.62927 1.80974
C 2.45560 3.57477 1.38580
C 3.61267 2.70376 0.89081
C 0.79599 3.53810 4.21775
H 2.75675 4.23001 2.21086
H 2.00236 4.27779 0.68565
H 4.38882 3.29051 0.40454
H 3.20012 1.95200 0.22026
H 4.07246 2.20091 1.74044
H 1.49565 2.72695 4.40207
H -0.03139 3.51027 4.92172
H 1.24751 4.52421 4.15396
O 1.88296 -3.41783 -6.62596
S 0.71848 -3.36200 -5.78475
O -0.20037 -2.25412 -5.79376
O -0.06597 -4.76742 -5.90762
C -1.37004 -4.86424 -5.35750
C -1.88766 -6.26343 -5.60575
C 1.32769 -3.43192 -4.05315
H -2.00843 -4.09027 -5.79370
H -1.36535 -4.63341 -4.28507
H -2.75891 -6.43384 -4.96802
H -1.18694 -7.03007 -5.26840
H -2.15447 -6.50727 -6.63150
H 1.94686 -2.53792 -3.94953
H 1.89028 -4.29457 -3.71372
H 0.47633 -3.16169 -3.42660
O -5.46620 -1.42133 2.94257
S -4.20747 -1.98508 2.55669
O -3.17486 -1.08246 2.06609
O -3.66441 -2.67302 3.92804
C -2.28943 -3.01619 4.05871
C -1.97088 -3.13019 5.53859
C -4.34882 -3.49412 1.56797
H -1.67697 -2.26286 3.55410
H -1.98372 -3.93004 3.53323
H -1.30859 -3.98928 5.71501
H -2.80556 -3.35971 6.19397
H -1.27834 -2.35679 5.87397
H -3.61710 -4.22557 1.89955
H -4.10582 -3.30842 0.52044
H -5.38859 -3.80360 1.62368
O 2.58718 -3.56147 2.06236
S 3.42616 -4.27037 3.00999
O 4.83449 -4.48075 2.82817
O 3.28633 -3.49768 4.41246
C 2.03862 -3.05130 4.87594
C 1.78310 -1.56353 4.66742
C 2.60031 -5.87876 3.29252
H 1.86454 -3.30804 5.92308
H 1.20583 -3.57850 4.39221
H 2.74671 -1.08683 4.87867
H 1.09259 -1.08933 5.36150
H 1.52912 -1.40139 3.62278
H 1.53110 -5.80065 3.44623
H 3.22867 -6.41566 4.00037
H 2.76504 -6.42863 2.36296

Forces on the atoms, in the same order (eV/Å):
Cu 1.6300 -0.4714 -1.7233
C 0.0599 1.2881 -0.1502
F 0.0522 -0.2051 0.6940
F 0.4689 -0.2470 -0.4940
F -0.3695 -0.1201 -0.4131
S 1.6293 -0.1246 0.6757
O -0.8924 0.2112 0.5694
O -1.5790 -0.4313 -0.0932
N 1.8070 -1.3077 1.1712
S -1.2961 1.4172 -4.4005
O -0.0893 0.0869 1.7748
O -0.3446 0.5390 1.0731
C 1.4629 -0.6497 0.9765
F -0.1177 -0.2356 -0.2776
F -0.6237 -0.2039 -0.0378
F -0.6665 0.2374 -0.1509
O -0.6284 0.0003 0.5099
S 1.2162 2.1456 -1.6185
O 0.3788 -1.0000 1.2474
O -0.1860 -1.5503 0.1008
C -1.1669 1.5497 -2.3207
C 1.3736 -0.5441 -0.0686
C -0.5406 -0.9313 1.5028
H 0.1299 -0.4436 -0.1265
H 0.1406 0.1760 0.6656
H 0.1865 0.1504 0.7753
H -0.0191 -0.0945 -0.6111
H -0.6308 -0.5217 0.8056
H -0.4544 -0.1237 -0.0618
H 0.1218 0.3304 -0.1601
H 0.1580 0.0533 -0.0926
O -0.0456 0.9541 -0.2681
S 1.0288 0.2239 -0.6672
O 0.0383 -0.8973 0.5437
O -0.7992 -0.6020 -0.1990
C 0.6995 0.6472 1.0383
C -0.9075 -0.6636 -0.3773
C -0.0377 -0.3769 0.2393
H 0.1717 -0.0767 -0.6909
H -0.1921 0.0861 -0.1702
H 0.0963 0.6614 0.4398
H 0.3128 -0.3338 -0.1722
H -0.2365 -0.0630 0.1434
H -0.1846 0.0552 -0.0697
H -0.0594 0.2752 -0.0081
H 0.0715 0.0352 0.3618
O -0.1116 -1.0311 0.4778
S 1.4729 0.5937 -0.8567
O -0.5517 -0.2138 -0.0772
O -2.0939 0.4684 1.2664
C 0.7791 0.5138 -0.1623
C -0.5698 0.3254 0.2473
C -0.3777 -0.2366 -0.7306
H 0.0629 -0.3683 0.2609
H 0.1454 -0.4556 -0.4882
H -0.1414 0.0932 -0.1313
H 0.1943 0.0054 -0.1487
H -0.0586 -0.0780 0.0002
H 0.0808 0.1189 0.1263
H -0.0371 0.1040 -0.0487
H 0.1927 -0.0751 0.3427
O -1.2085 -0.1945 -0.0537
S 1.2559 -0.0501 2.2151
O 0.1601 -0.7972 -0.6218
O 1.1223 0.7738 -0.6221
C -0.9595 0.2682 0.1684
C -0.1517 -0.5227 0.6084
C -0.5500 1.2323 -0.4293
H 0.0379 -0.1971 -0.1919
H 0.2932 -0.2265 -0.0085
H -0.1803 0.1886 -0.2065
H 0.2788 0.2219 -0.0769
H 0.0598 0.3523 -0.0876
H 0.2026 -0.0875 -0.3687
H -0.2449 -0.2841 -0.4277
H -0.1225 -0.5553 0.0558
O 0.6958 -0.4134 -0.8491
S -0.4082 -1.1738 2.3795
O -0.0119 0.6897 -0.3882
O -0.8864 0.7731 -1.2868
C 1.3411 0.1119 -0.0664
C 1.5783 -0.9542 0.1895
C 0.1753 0.8961 -0.8663
H -0.1330 0.2235 0.3962
H -0.8639 -0.2308 0.0238
H -0.2177 -0.2432 -0.3993
H -0.2509 0.6346 -0.1118
H -0.8412 0.6066 0.2241
H -0.2085 0.0216 0.4338
H -0.1231 0.4039 0.0669
H 0.0803 -0.1634 0.3310
O 0.8508 -0.4153 0.4635
S -1.2013 -0.1572 -0.2281
O -1.2040 0.2631 0.1036
O 0.9620 -0.4848 -0.0774
C -2.7056 0.1477 0.3456
C 1.5925 -0.0273 -0.2310
C 1.5485 0.3581 -0.7866
H 0.8912 -0.1169 0.1193
H 0.2991 -0.2169 -0.3224
H -0.0714 0.2253 -0.2168
H -0.3907 -0.4301 -0.0769
H -0.1096 0.3353 0.0971
H 0.0987 0.1597 0.4696
H -0.5376 0.1076 0.5342
H -0.0952 0.2783 -0.1866

Löwdin atomic charge list, values in e, 5 entries: number 1, Cu, carries 0.944; number 2, C, carries -0.683; number 3, F, carries 0.163; number 4, F, carries 0.203; number 5, F, carries 0.146

***

Largest force on an atom (computed, hartree/bohr): 0.158; 0.093
ΔE to the lowest compared entry with this formula, charge and spin (computed, kcal per mole): 73.3; 107.0
E_tot (computed, a.u.): -3707.800865; -7925.574666